Entry from the OMol25 dataset: a structure of composition C12H20Cl3GeN9O2Sc (the ωB97M-V functional and the def2-TZVPD basis).

Geometry (Å):
1 Sc 1.20 0.69 0.23
2 N 0.18 -1.52 2.79
3 C -0.63 -1.40 1.71
4 N -1.78 -2.08 1.63
5 N -2.32 -1.73 0.50
6 N -1.57 -0.87 -0.11
7 N -0.44 -0.63 0.62
8 C 1.33 -0.79 2.98
9 N 2.04 -0.72 4.07
10 N 3.05 0.13 3.77
11 N 2.96 0.55 2.57
12 N 1.85 -0.03 2.01
13 H -0.16 -2.09 3.55
14 Cl 2.65 2.92 -3.37
15 C 1.93 3.17 -1.83
16 Cl 1.44 4.80 -1.54
17 Cl 3.11 2.61 -0.47
18 C 0.86 2.13 -1.46
19 O 0.15 2.35 -0.45
20 O 1.05 0.94 -1.84
21 C -3.56 -1.75 -6.27
22 C -3.22 -1.81 -4.79
23 C -1.73 -1.59 -4.52
24 C -1.36 -1.69 -3.04
25 Ge -2.35 -0.44 -1.94
26 C -2.19 1.44 -2.39
27 C -3.24 1.81 -3.45
28 C -3.22 3.30 -3.80
29 C -1.92 3.75 -4.44
30 H -4.63 -1.91 -6.44
31 H -3.01 -2.51 -6.83
32 H -3.30 -0.77 -6.69
33 H -3.52 -2.78 -4.38
34 H -3.81 -1.06 -4.25
35 H -1.43 -0.62 -4.92
36 H -1.16 -2.33 -5.08
37 H -0.30 -1.48 -2.89
38 H -1.55 -2.70 -2.65
39 H -3.78 -0.79 -1.54
40 H -1.19 1.63 -2.79
41 H -2.33 2.06 -1.50
42 H -4.24 1.54 -3.09
43 H -3.08 1.23 -4.36
44 H -3.41 3.88 -2.89
45 H -4.05 3.50 -4.47
46 H -1.07 3.66 -3.76
47 H -1.98 4.80 -4.74
48 H -1.70 3.16 -5.34

Output
**Relative energy (zero: lowest compared OMol25 entry of this formula, charge and spin)**: 6.0 kcal per mole
**Orbital gap**: 7.47 eV
**LUMO**: -0.1869 hartree
**HOMO level**: -12.6 eV
**Net charge**: +1

---

Entry from the OMol25 dataset: a cluster of 2 separate species, C12H20Cl4N2O3P in total at a distorted geometry (the ωB97M-V functional and the def2-TZVPD basis).

Geometry (Å):
1 C -0.77 3.98 1.51
2 O -2.12 4.36 1.42
3 C -2.87 3.63 0.46
4 C -3.59 2.43 1.05
5 C -2.75 1.13 1.09
6 C -2.71 0.49 2.49
7 C -1.41 -0.28 2.73
8 C -1.29 -1.56 1.87
9 N -0.33 -1.34 0.76
10 C 0.97 -1.37 1.03
11 C 1.88 -1.13 0.01
12 C 1.39 -0.86 -1.26
13 P 2.52 -0.43 -2.63
14 O 3.51 -1.69 -2.76
15 O 1.63 -0.41 -3.99
16 C -0.01 -0.88 -1.40
17 N -0.86 -1.12 -0.43
18 H -0.28 3.96 0.53
19 H -0.69 3.01 2.02
20 H -0.25 4.71 2.13
21 H -3.57 4.34 0.03
22 H -2.22 3.29 -0.36
23 H -3.96 2.65 2.05
24 H -4.48 2.25 0.44
25 H -3.19 0.42 0.39
26 H -1.74 1.37 0.75
27 H -3.58 -0.15 2.66
28 H -2.74 1.31 3.20
29 H -0.59 0.40 2.51
30 H -1.31 -0.53 3.79
31 H -2.25 -1.77 1.43
32 H -0.93 -2.40 2.47
33 H 1.29 -1.58 2.04
34 H 2.95 -1.15 0.19
35 H 4.41 -1.34 -2.68
36 H 0.90 0.21 -3.86
37 H -0.42 -0.70 -2.39
38 C 5.90 -4.66 -3.86
39 Cl 4.80 -4.05 -5.11
40 Cl 4.95 -5.30 -2.52
41 Cl 6.92 -5.92 -4.53
42 Cl 6.91 -3.32 -3.28

Output
**Orbital gap**: 7.09 eV
**LUMO**: -0.1824 hartree
**HOMO level**: -12.1 eV
**Net charge**: +1

---

Entry from the OMol25 dataset: a cluster of 4 separate species, C12H20Cl4O6 in total at a distorted geometry (the ωB97M-V functional and the def2-TZVPD basis).

Geometry (Å):
1 C 1.78 1.41 2.89
2 C 0.67 0.45 2.53
3 C -0.65 0.92 3.07
4 O -1.65 0.73 2.09
5 C -1.02 0.47 0.93
6 O -1.62 0.28 -0.08
7 O 0.31 0.48 1.05
8 H 1.78 1.50 3.99
9 H 1.60 2.35 2.34
10 H 2.81 0.99 2.65
11 H 0.85 -0.59 2.76
12 H -0.63 2.01 3.23
13 H -0.90 0.43 4.01
14 C -1.49 -4.70 -1.73
15 C -1.77 -3.46 -0.88
16 C -2.82 -3.79 0.14
17 O -2.21 -3.27 1.37
18 C -0.96 -2.89 1.21
19 O -0.19 -2.47 2.02
20 O -0.62 -3.05 -0.12
21 H -0.59 -4.53 -2.34
22 H -2.35 -5.00 -2.29
23 H -1.21 -5.52 -1.03
24 H -2.04 -2.65 -1.49
25 H -2.95 -4.84 0.40
26 H -3.77 -3.36 -0.13
27 Cl 1.40 4.41 -3.06
28 C 0.48 4.11 -1.51
29 C 0.46 5.30 -0.56
30 Cl 2.09 5.70 0.09
31 H 0.97 3.29 -1.03
32 H -0.55 3.80 -1.75
33 H -0.11 5.06 0.31
34 H 0.05 6.14 -1.05
35 Cl 0.86 -0.96 -4.07
36 C 1.99 -0.53 -2.68
37 C 1.64 0.66 -1.75
38 Cl 3.07 0.91 -0.72
39 H 2.99 -0.24 -3.17
40 H 2.04 -1.44 -2.11
41 H 0.78 0.36 -1.15
42 H 1.47 1.55 -2.38

Output
**Relative energy (zero: lowest compared OMol25 entry of this formula, charge and spin)**: 0.0 kcal per mole
**Orbital gap**: 11.20 eV
**Structure (SMILES)**: C[C@H]1COC(=O)O1.C[C@H]1COC(=O)O1.ClCCCl.ClCCCl
**LUMO**: 0.0222 hartree
**HOMO level**: -10.6 eV

---

Entry from the OMol25 dataset: a cluster of 2 separate species, C12H20F6N3OPS in total at a distorted geometry (the ωB97M-V functional and the def2-TZVPD basis).

Geometry (Å):
1 C 0.56 1.68 5.92
2 C 0.06 0.82 4.66
3 C -0.61 1.74 3.53
4 C -0.99 0.98 2.16
5 C -0.15 -0.35 1.87
6 C -0.61 -1.15 0.56
7 C -1.03 -2.63 0.55
8 N -1.11 -3.58 1.68
9 C -2.22 -3.31 2.32
10 S -3.32 -2.82 3.47
11 N -1.35 -2.92 -0.83
12 C -1.14 -1.80 -1.71
13 N -0.71 -0.74 -0.83
14 C -0.37 0.59 -1.40
15 O 0.73 0.37 -2.30
16 C 1.99 0.83 -1.72
17 C 2.27 2.29 -2.40
18 H 1.26 2.52 5.57
19 H -0.31 2.13 6.51
20 H 1.17 0.98 6.61
21 H -0.74 0.06 5.02
22 H 0.97 0.22 4.30
23 H 0.05 2.66 3.38
24 H -1.61 2.13 3.97
25 H -2.14 0.79 2.15
26 H -0.83 1.74 1.31
27 H 0.99 -0.15 1.84
28 H -0.29 -1.10 2.74
29 H -1.68 -3.87 -1.07
30 H -1.28 -1.78 -2.86
31 H -0.09 1.39 -0.64
32 H -1.26 0.96 -2.04
33 H 2.82 0.09 -2.03
34 H 2.00 0.86 -0.58
35 H 1.88 2.21 -3.48
36 H 1.64 3.07 -1.86
37 H 3.40 2.50 -2.35
38 F 0.18 0.54 -5.91
39 P 0.29 -1.06 -6.01
40 F -1.21 -1.03 -6.59
41 F 0.79 -0.83 -7.52
42 F 0.66 -0.75 -4.47
43 F 1.69 -1.85 -6.07
44 F -0.36 -2.43 -5.47

Output
**Relative energy (zero: lowest compared OMol25 entry of this formula, charge and spin)**: 134.4 kcal per mole
**Orbital gap**: 7.71 eV
**LUMO**: -0.0712 hartree
**HOMO level**: -9.6 eV

---

Entry from the OMol25 dataset: a cluster of 2 separate species, C12H20N2O2S2 in total at a distorted geometry (the ωB97M-V functional and the def2-TZVPD basis).

Geometry (Å):
1 O -1.43 -5.62 4.50
2 C -1.76 -5.35 3.41
3 O -3.02 -5.07 2.92
4 C -2.90 -3.99 1.94
5 C -1.36 -3.71 1.79
6 S -1.04 -2.35 2.96
7 C -0.88 -5.15 2.13
8 S 0.91 -5.48 2.26
9 H -3.22 -4.46 0.98
10 H -3.54 -3.19 2.34
11 H -1.19 -3.31 0.78
12 H -1.38 -2.84 4.29
13 H -1.34 -5.76 1.32
14 H 1.23 -6.16 1.13
15 C 0.78 -0.68 -1.77
16 C 0.74 0.61 -0.96
17 C 1.39 0.48 0.41
18 C 0.68 -0.55 1.21
19 N 0.12 -1.33 1.83
20 H 0.22 -1.48 -1.28
21 H 0.33 -0.53 -2.75
22 H 1.81 -1.03 -1.91
23 H -0.30 0.93 -0.85
24 H 1.25 1.39 -1.52
25 H 1.35 1.43 0.94
26 H 2.44 0.19 0.32
27 C 0.73 4.63 -3.45
28 C 0.68 5.91 -2.63
29 C 1.32 5.77 -1.25
30 C 0.61 4.74 -0.47
31 N 0.06 3.95 0.14
32 H 0.16 3.83 -2.97
33 H 0.29 4.79 -4.43
34 H 1.75 4.29 -3.59
35 H -0.36 6.23 -2.53
36 H 1.20 6.70 -3.18
37 H 1.28 6.71 -0.71
38 H 2.37 5.48 -1.34

Output
**Orbital gap**: 7.31 eV
**LUMO**: 0.0153 hartree
**HOMO level**: -6.9 eV

---

Entry from the OMol25 dataset: a structure of composition C12H20N2O6S2V (the ωB97M-V functional and the def2-TZVPD basis).

Geometry (Å):
1 V -0.44 -0.54 -0.11
2 C 0.99 1.16 2.00
3 N -0.04 1.36 0.97
4 C 0.39 2.47 0.10
5 C -1.34 1.71 1.58
6 C -1.98 0.50 2.21
7 N -2.14 -0.59 1.22
8 C -3.35 -0.37 0.40
9 C -2.28 -1.88 1.92
10 H 1.13 2.07 2.59
11 H 1.93 0.89 1.51
12 H 0.73 0.33 2.66
13 H 0.48 3.40 0.67
14 H -0.32 2.59 -0.71
15 H 1.37 2.22 -0.33
16 H -1.97 2.11 0.79
17 H -1.21 2.50 2.33
18 H -2.95 0.76 2.65
19 H -1.36 0.12 3.02
20 H -4.25 -0.41 1.03
21 H -3.41 -1.14 -0.37
22 H -3.29 0.60 -0.10
23 H -3.14 -1.86 2.61
24 H -1.37 -2.09 2.48
25 H -2.43 -2.67 1.18
26 O 1.60 -3.75 -0.27
27 S 0.89 -2.52 -0.32
28 O -0.52 -2.57 -0.77
29 O 0.90 -1.75 0.98
30 C 1.75 -1.36 -1.39
31 C 3.13 -1.45 -1.19
32 C 4.01 -0.55 -1.75
33 C 3.52 0.49 -2.51
34 C 2.16 0.60 -2.73
35 C 1.24 -0.31 -2.19
36 S -0.46 -0.02 -2.88
37 O -0.33 1.10 -3.76
38 O -0.93 -1.26 -3.39
39 O -1.24 0.42 -1.63
40 H 3.51 -2.27 -0.58
41 H 5.07 -0.66 -1.59
42 H 4.19 1.21 -2.96
43 H 1.77 1.38 -3.36

Output
**Relative energy (zero: lowest compared OMol25 entry of this formula, charge and spin)**: 0.0 kcal per mole
**Orbital gap (spin up / spin down)**: 7.73 / 7.18 eV
**<S²>**: 0.761
**LUMO (spin up / spin down)**: 0.0100 / 0.0100 hartree
**HOMO level (spin up / spin down)**: -7.5 / -6.9 eV
**Spin multiplicity**: 2